{"formula": "C22H22N3O6", "method": "ωB97M-V with the def2-TZVPD basis set", "total_energy_ha": -1466.87525, "gap_ha": 0.2862, "homo_ev": -11.9, "charge": 1, "elements": ["C", "C", "C", "N", "C", "N", "N", "H", "H", "H", "H", "H", "H", "H", "H", "H", "H", "C", "C", "C", "O", "C", "C", "C", "O", "H", "H", "H", "H", "C", "C", "C", "O", "C", "C", "C", "O", "H", "H", "H", "H", "C", "C", "C", "O", "C", "C", "C", "O", "H", "H", "H", "H"], "positions_angstrom": [[1.50371, -1.24144, -1.35165], [0.06683, -0.76853, -1.55877], [-0.52369, 0.37290, -0.77262], [-1.99043, 0.09830, -1.07466], [-2.11208, -1.19816, -1.38004], [-3.26016, -1.86131, -1.65982], [-0.94190, -1.83004, -1.35071], [1.82809, -1.67351, -2.29528], [1.59285, -2.02730, -0.60913], [2.21269, -0.45485, -1.11984], [0.00908, -0.45125, -2.60701], [-0.29417, 1.35924, -1.13749], [-0.51151, 0.28505, 0.30825], [-2.23496, 0.62852, -1.91624], [-3.49598, -2.00849, -2.63077], [-3.86906, -2.18172, -0.92551], [-0.83321, -2.56142, -2.04796], [2.66697, 0.52582, 1.57986], [3.47314, -0.00390, 2.49482], [4.63972, 0.75540, 3.01837], [5.37408, 0.27554, 3.85133], [4.86435, 2.12054, 2.48137], [4.05480, 2.64625, 1.56509], [2.89621, 1.88571, 1.04482], [2.14915, 2.35116, 0.20592], [1.80975, -0.00115, 1.18261], [3.32278, -0.99701, 2.89950], [5.71684, 2.65871, 2.87559], [4.20228, 3.63984, 1.16183], [3.81619, 3.70125, 5.69206], [3.16521, 3.10486, 6.68700], [1.80970, 3.55398, 7.09499], [1.21475, 3.01363, 8.00058], [1.21133, 4.69023, 6.34893], [1.86435, 5.28416, 5.35324], [3.21806, 4.83475, 4.94648], [3.81449, 5.37097, 4.03586], [4.80554, 3.39038, 5.37969], [3.58544, 2.27480, 7.24072], [0.22281, 5.00201, 6.66123], [1.44542, 6.11360, 4.79777], [-6.39932, -4.86771, -5.57193], [-6.13127, -3.65013, -5.10719], [-4.91958, -2.91419, -5.53685], [-4.67390, -1.79959, -5.10867], [-4.01709, -3.57916, -6.50543], [-4.28203, -4.79654, -6.97221], [-5.49584, -5.53816, -6.54244], [-5.73877, -6.64356, -6.96625], [-7.27837, -5.42302, -5.27082], [-6.77803, -3.14404, -4.40139], [-3.13954, -3.02132, -6.80754], [-3.63575, -5.30011, -7.67971]]}